Here is a single C9H10N4O molecule from OMol25. Energies are from wB97M-V/def2-TZVPD.

Values from the calculation:
**Net charge**: 0
**SMILES**: COCC1(c2ccccc2)N=NN=N1
**Highest occupied orbital energy**: -9.583 eV
**Gap between HOMO and LUMO**: 8.7 eV

CARTESIAN COORDINATES (ANGSTROEM)
C 0.264 0.420 3.216
O -0.323 -0.588 2.431
C 0.551 -1.047 1.453
C 0.906 0.014 0.279
C 0.020 -0.081 -0.903
C -1.284 0.537 -0.662
C -2.165 0.557 -1.734
C -1.893 -0.086 -2.924
C -0.684 -0.689 -3.158
C 0.249 -0.702 -2.102
N 2.302 -0.232 0.018
N 2.921 0.780 0.393
N 2.023 1.769 0.820
N 0.852 1.323 0.730
H -0.539 0.614 3.990
H 0.439 1.213 2.453
H 1.259 0.077 3.637
H 1.524 -1.353 2.055
H 0.084 -1.887 1.030
H -1.613 0.986 0.261
H -3.189 0.854 -1.257
H -2.576 -0.140 -3.801
H -0.426 -1.230 -4.089
H 1.298 -1.109 -2.136

Here is a single C9H10N4OS molecule from OMol25. Energies are from wB97M-V/def2-TZVPD.

Values from the calculation:
**Net charge**: 0
**SMILES**: CC(C)CN1C(=O)C2=NC=NC2=NC1=S
**Highest occupied orbital energy**: -9.473 eV
**Gap between HOMO and LUMO**: 6.2 eV

CARTESIAN COORDINATES (ANGSTROEM)
C -1.970 -1.465 -2.371
C -1.244 -1.012 -1.076
C -2.167 -0.979 0.142
C -0.658 0.376 -1.269
N 0.293 0.773 -0.203
C 1.530 0.150 -0.136
O 1.904 -0.630 -1.005
C 2.376 0.382 1.043
N 3.530 -0.057 1.521
C 3.670 0.615 2.731
N 2.697 1.425 3.035
C 1.862 1.331 1.997
N 0.783 2.033 1.872
C -0.007 1.783 0.783
S -1.325 2.781 0.634
H -2.709 -0.727 -2.656
H -1.279 -1.566 -3.215
H -2.454 -2.422 -2.164
H -0.436 -1.733 -0.832
H -2.577 -1.965 0.296
H -3.054 -0.303 -0.016
H -1.608 -0.721 1.040
H -1.499 1.083 -1.360
H -0.125 0.405 -2.225
H 4.465 0.445 3.431

Here is a single C9H10O molecule from OMol25. Energies are from wB97M-V/def2-TZVPD.

Values from the calculation:
**Net charge**: 0
**Highest occupied orbital energy (alpha / beta)**: -7.147 / -7.160 eV
**Gap between HOMO and LUMO (alpha / beta)**: 6.7 / 6.7 eV

CARTESIAN COORDINATES (ANGSTROEM)
C 1.666 0.453 0.710
C 0.412 1.348 0.980
C -0.146 0.576 -1.374
C 1.303 -0.849 0.051
C 0.308 -0.827 -1.099
C -1.249 -1.536 1.131
C -0.578 0.635 0.137
C -0.282 -0.840 0.353
C -2.022 0.657 0.459
O -2.828 0.135 -0.442
H 2.361 1.076 0.347
H 2.131 0.057 1.606
H 0.026 1.336 1.983
H 0.545 2.346 0.621
H 0.639 1.293 -1.683
H -0.927 0.635 -2.235
H 1.962 -1.736 0.073
H 0.195 -1.670 -1.687
H -1.190 -2.614 1.185
H -2.327 -0.474 -1.115

Here is a molecular structure, C9H11Cl2N7O6Rh from OMol25. Energies are from wB97M-V/def2-TZVPD.

Values from the calculation:
**Net charge**: +1
**Highest occupied orbital energy**: -11.309 eV
**Gap between HOMO and LUMO**: 7.1 eV

CARTESIAN COORDINATES (ANGSTROEM)
Rh -0.398 -0.023 -0.491
N 1.386 -0.389 2.337
N 0.414 0.201 3.161
C -0.838 0.415 2.749
N -1.715 0.891 3.619
N -1.122 0.093 1.470
N -2.413 0.075 1.039
O -3.388 0.272 1.700
O -2.443 -0.220 -0.183
H 1.308 -1.403 2.387
H 2.291 -0.111 2.697
H 0.620 0.330 4.140
H -1.437 1.115 4.561
H -2.675 1.028 3.344
Cl -3.131 -5.792 -3.582
C -2.250 -4.641 -2.645
C -1.866 -4.976 -1.335
C -1.160 -4.093 -0.563
Cl -0.696 -4.523 1.044
C -0.809 -2.803 -1.036
O -0.122 -2.008 -0.279
C -1.206 -2.490 -2.368
C -0.776 -1.293 -3.000
O -0.226 -0.296 -2.475
C -1.915 -3.424 -3.159
H -2.132 -5.945 -0.932
H -0.891 -1.231 -4.086
H -2.189 -3.165 -4.173
N 1.573 0.449 -0.622
N 1.630 1.843 -0.860
C 0.465 2.627 -0.683
O 0.569 3.824 -0.669
O -0.640 1.938 -0.558
H 2.058 0.173 0.230
H 1.969 -0.043 -1.421
H 2.517 2.295 -0.699

Here is a molecular structure, C9H11ClN2O3Pb from OMol25. Energies are from wB97M-V/def2-TZVPD.

Values from the calculation:
**Net charge**: +2
**Highest occupied orbital energy (alpha / beta)**: -16.801 / -16.801 eV
**Gap between HOMO and LUMO (alpha / beta)**: 5.9 / 5.9 eV

CARTESIAN COORDINATES (ANGSTROEM)
Cl -3.009 1.569 -1.422
C 0.697 -1.573 -1.864
C 1.852 -0.852 -1.474
C 1.761 0.458 -2.005
H 2.685 -1.247 -0.893
C 0.545 0.537 -2.767
C -0.129 -0.718 -2.630
H -1.089 -0.963 -3.100
H 0.506 -2.628 -1.669
H 2.493 1.275 -1.919
C 0.062 1.722 -3.518
Pb -0.792 1.317 -0.251
C 0.603 -2.209 1.067
C -2.553 -0.550 0.487
O 0.434 -2.670 2.101
O -3.546 -1.046 0.766
H 0.419 2.642 -3.048
H -1.028 1.760 -3.513
H 0.404 1.737 -4.561
N 1.112 0.321 3.977
C -0.051 0.238 3.301
N -1.152 -0.187 3.964
O -0.089 0.510 2.067
H 1.157 0.206 4.982
H 1.890 0.728 3.474
H -2.028 -0.102 3.471
H -1.153 -0.275 4.976

Here is a molecular structure, C9H11ClO3Ti from OMol25. Energies are from wB97M-V/def2-TZVPD.

Values from the calculation:
**Net charge**: +2
**Highest occupied orbital energy**: -17.845 eV
**Gap between HOMO and LUMO**: 7.0 eV

CARTESIAN COORDINATES (ANGSTROEM)
Cl -0.077 2.313 1.619
C -0.704 1.095 -2.083
C -0.695 -0.343 -2.168
C 0.539 -0.810 -1.602
H -1.445 -0.940 -2.671
C 1.285 0.336 -1.134
C 0.513 1.507 -1.456
H 0.851 2.531 -1.280
H -1.490 1.758 -2.454
H 0.892 -1.834 -1.549
C 2.637 0.328 -0.505
Ti -0.655 0.164 0.029
C -2.060 -1.403 -0.101
C -2.427 1.268 0.485
O -2.841 -2.261 -0.152
O -3.434 1.732 0.819
H 2.854 -0.644 -0.044
H 2.715 1.110 0.262
H 3.422 0.513 -1.253
C -0.269 -1.081 2.814
O 0.349 -0.868 1.525
H -1.208 -1.622 2.653
H -0.471 -0.103 3.263
H 0.411 -1.676 3.434
H 1.308 -1.068 1.546

Here is a molecular structure, C9H11F3O6Tl from OMol25. Energies are from wB97M-V/def2-TZVPD.

Values from the calculation:
**Net charge**: +3
**Highest occupied orbital energy**: -20.125 eV
**Gap between HOMO and LUMO**: 2.7 eV

CARTESIAN COORDINATES (ANGSTROEM)
C 0.052 -3.079 0.818
O -0.812 -2.963 -0.343
C -0.790 -1.664 -0.932
C -1.731 -0.561 -0.155
O -3.009 -0.772 -0.828
O -2.101 -0.799 1.222
C -2.396 0.489 1.821
O -3.146 0.467 2.804
O -1.749 1.574 1.142
C -1.300 1.003 -0.134
O -2.220 1.665 -1.056
C 0.116 1.481 -0.735
C 1.295 1.555 0.378
C 2.504 0.565 0.059
F 2.388 -0.806 0.452
C 3.733 0.952 -0.665
F 4.788 1.614 0.141
F 3.937 0.686 -2.046
H 1.040 -3.631 0.628
H 0.182 -2.017 1.247
H -0.537 -3.693 1.607
H 0.291 -1.294 -1.124
H -1.256 -1.783 -1.986
H -3.436 -1.476 -0.257
H -3.054 1.776 -0.524
H 0.423 0.873 -1.670
H -0.046 2.560 -1.124
H 0.807 1.347 1.398
H 1.690 2.627 0.404
Tl 4.338 3.300 -0.542

Here is a molecular structure, C9H11FeO6 from OMol25. Energies are from wB97M-V/def2-TZVPD.

Values from the calculation:
**Net charge**: +1
**Highest occupied orbital energy (alpha / beta)**: -12.049 / -14.638 eV
**Gap between HOMO and LUMO (alpha / beta)**: 8.0 / 8.0 eV
**Multiplicity**: 5

CARTESIAN COORDINATES (ANGSTROEM)
O 0.407 -0.103 -6.874
C 0.669 -0.097 -5.743
Fe -0.360 -0.139 -1.338
O 2.100 -0.121 -2.844
C 1.154 -0.120 -2.187
C -2.076 -0.142 -0.661
O -3.160 -0.146 -0.265
C -0.440 -1.916 -1.405
O -0.509 -3.060 -1.534
C -0.479 1.652 -1.456
O -0.570 2.795 -1.594
H -1.096 -0.145 -2.645
C -0.562 1.730 1.849
C 0.735 1.222 1.283
O 0.535 -0.123 0.729
C 0.089 -1.221 1.550
C 0.957 -1.311 2.770
H -1.353 1.839 1.114
H -0.355 2.709 2.254
H -0.918 1.091 2.651
H 1.096 1.847 0.431
H 1.526 1.037 2.032
H -0.964 -1.015 1.769
H 0.109 -2.135 0.920
H 0.886 -0.437 3.414
H 0.596 -2.176 3.302
H 1.984 -1.515 2.478

The records above yield E values of -17498.334; -28336.592; -11533.221; -60270.887; -36386.422; -51274.223; -34594.093; -56170.018 eV, respectively.